Here is ClLi3Mg as an isolated structure from the OMol25 dataset. Energies are from wB97M-V/def2-TZVPD.

Last column: Mulliken charge in e.
CARTESIAN COORDINATES (ANGSTROEM)
Li  2.4610  -0.1171  -0.4129  0.98
Li  -0.4195  -0.4884  -2.8759  0.97
Li  -0.6800  -1.6797  1.6945  0.98
Mg  -1.0865  1.9968  1.4860  1.59
Cl  -0.2749  0.2884  0.1083  -0.53

## Properties
Energy above the lowest of the compared OMol25 structures with the same formula, charge and spin, kJ/mol: 141.36
Spin multiplicity: 1
HOMO, eV: -29.756
Net charge: +4
Calculated total energy, eV: -18536.82802
Frontier orbital gap, Eh: 0.399

Here is a 2-piece molecular cluster, ClNO7 overall from the OMol25 dataset. Energies are from wB97M-V/def2-TZVPD.

Last column: Mulliken charge in e.
CARTESIAN COORDINATES (ANGSTROEM)
N  -2.2193  0.1501  -0.5536  0.90
O  -1.4095  1.1057  -0.5879  -0.57
O  -3.0199  -0.0344  -1.5333  -0.70
O  -2.2720  -0.6293  0.4328  -0.63
Cl  1.7691  -0.1495  0.4237  1.63
O  1.0830  0.7731  1.3138  -0.64
O  1.5431  0.3138  -0.9248  -0.62
O  3.1787  -0.0489  0.7343  -0.73
O  1.3467  -1.4806  0.6951  -0.64

## Properties
Energy above the lowest of the compared OMol25 structures with the same formula, charge and spin, kJ/mol: 46.59
Spin multiplicity: 1
HOMO, eV: -0.894
Net charge: -2
Calculated total energy, eV: -28334.55595
Frontier orbital gap, Eh: 0.277

Q: What is the net charge in the first record?
A: +4